Entry 1:
A molecular structure, C15H45BN6NbO3P2 at a distorted geometry. Source: the OMol25 dataset; level of theory: ωB97M-V with the def2-TZVPD basis set.

```
73
Properties=species:S:1:pos:R:3
C -2.68448 2.99152 4.98845
C -3.70445 3.05725 4.13920
Nb -5.09355 3.43009 2.32565
B -6.90357 3.01430 3.69498
C -7.91419 4.20731 4.16594
O -7.23853 1.65486 4.17721
H -1.64410 3.08640 5.47888
H -5.12282 5.20926 2.75077
H -3.64216 3.65965 1.24092
H -5.10151 1.66926 1.86094
H -6.19483 3.84089 0.90745
H -8.47006 4.57105 3.21740
H -7.39151 5.11702 4.63997
H -8.71436 3.84823 4.93267
H -7.75038 1.25477 3.42212
O -2.25342 2.19483 -0.63658
P -1.97211 1.73793 -2.08009
N -1.09717 0.36209 -1.58444
C 0.25576 -0.03740 -1.90591
C -1.82880 -0.68539 -0.88345
N -0.93181 3.08437 -2.37928
C 0.49572 3.05710 -2.11173
C -1.46001 4.37601 -1.92368
N -1.71474 1.23253 -3.75914
C -2.35675 0.00276 -4.20637
C -1.07125 1.96828 -4.83184
H 0.50011 0.10064 -2.96331
H 0.43789 -1.09800 -1.70338
H 0.97866 0.51193 -1.29744
H -2.23416 -1.41661 -1.59285
H -2.66819 -0.27723 -0.31375
H -1.19660 -1.21462 -0.16354
H 0.71047 2.86406 -1.05588
H 0.96570 4.00469 -2.39059
H 0.99747 2.31194 -2.73179
H -1.29370 4.52113 -0.84819
H -2.53145 4.44670 -2.11251
H -0.98265 5.20384 -2.46021
H -1.67158 -0.84720 -4.11659
H -2.69761 0.05141 -5.24347
H -3.24584 -0.20916 -3.60103
H 0.00506 1.76855 -4.84440
H -1.23527 3.04439 -4.76388
H -1.45799 1.68874 -5.81849
O 2.94951 -1.84696 -0.81920
P 3.98227 -2.29870 0.23304
N 4.33479 -3.75134 -0.58620
C 4.25553 -5.11729 -0.11779
C 4.98597 -3.65241 -1.88613
N 2.76522 -2.52226 1.43676
C 2.05495 -3.77642 1.62188
C 1.79319 -1.42563 1.53376
N 5.19137 -2.75031 1.44563
C 6.58794 -2.80280 1.02967
C 5.01013 -2.92464 2.87543
H 4.65621 -5.24428 0.89175
H 4.82919 -5.80719 -0.74596
H 3.22372 -5.47769 -0.14063
H 6.07640 -3.65707 -1.77499
H 4.71076 -2.72997 -2.40435
H 4.70176 -4.47499 -2.54997
H 1.50803 -4.07371 0.72147
H 1.34313 -3.70599 2.44879
H 2.73788 -4.57464 1.91838
H 1.01205 -1.51250 0.76735
H 2.28288 -0.45933 1.40967
H 1.31035 -1.41800 2.51650
H 6.86944 -3.82223 0.74471
H 7.27825 -2.46884 1.80770
H 6.75751 -2.14741 0.16751
H 4.72458 -3.95618 3.10422
H 4.26584 -2.24576 3.29296
H 5.92592 -2.71565 3.43934
```

Values from the calculation:
Max |F| ... 7.609 eV/A
Charge ... -1
Electronic energy ... -1916.76351 Ha
Frontier orbital gap ... 4.098 eV
E_HOMO ... -3.6 eV



Entry 2:
C5H13NO2 in the gas phase at a distorted geometry. Source: the OMol25 dataset; level of theory: ωB97M-V with the def2-TZVPD basis set.

```
21
Properties=species:S:1:pos:R:3
C 0.74986 -1.60663 -0.35098
C 0.19900 -0.18203 -0.19582
N -0.42524 0.09428 1.09711
C 0.46651 0.24950 2.19961
O 0.85713 -0.99992 2.75727
C -0.74549 0.26317 -1.30436
C -0.74358 1.76281 -1.48782
O -0.54881 -0.49455 -2.50622
H 1.60121 -1.81038 0.27883
H 1.05283 -1.78752 -1.35094
H -0.04490 -2.31498 -0.08981
H 1.11230 0.41918 -0.18597
H -1.07559 -0.66656 1.26222
H 1.37740 0.73858 1.86147
H -0.06599 0.82996 2.95927
H 0.74014 -1.05911 3.71233
H -1.74260 -0.02935 -0.95652
H -1.27643 2.12835 -0.60123
H -1.31150 2.09922 -2.35889
H 0.23580 2.23661 -1.50998
H -0.41205 0.12937 -3.22955
```

Values from the calculation:
Max |F| ... 1.728 eV/A
Electronic energy ... -403.51825 Ha
Frontier orbital gap ... 9.974 eV
E_HOMO ... -9.1 eV
Structure (SMILES) ... C[C@H](NCO)[C@@H](C)O
ΔE to the lowest compared entry with this formula, charge and spin ... 153.2 kJ/mol



Entry 3:
C4H6N2 in the gas phase at a distorted geometry. Source: the OMol25 dataset; level of theory: ωB97M-V with the def2-TZVPD basis set.

```
12
Properties=species:S:1:pos:R:3
N -1.12328 -1.05381 0.10864
C -1.73700 0.05058 0.22946
C -0.77726 1.14074 -0.24720
N 0.55890 0.58725 -0.53092
C 0.58492 -0.80879 -0.49182
C 1.28966 -0.05389 0.56635
H -1.20120 1.56828 -1.16551
H -0.69853 1.95097 0.48457
H 1.05605 -1.39695 -1.30062
H -1.14904 -2.04059 0.21780
H 0.83623 -0.09494 1.55698
H 2.36055 0.15115 0.57228
```

Values from the calculation:
Max |F| ... 4.240 eV/A
Electronic energy ... -265.37205 Ha
Frontier orbital gap ... 9.450 eV
E_HOMO ... -8.4 eV
ΔE to the lowest compared entry with this formula, charge and spin ... 429.3 kJ/mol



Entry 4:
2 unconnected molecules or ions with the total composition C2F3IO at a distorted geometry. Source: the OMol25 dataset; level of theory: ωB97M-V with the def2-TZVPD basis set.

```
7
Properties=species:S:1:pos:R:3
C 0.66873 0.11613 1.89145
C -0.53962 0.35624 -1.91501
O 0.92005 1.24870 1.94835
F 0.56625 0.02608 -1.11606
F -1.55215 0.52745 -1.05237
F -0.74755 -0.67641 -2.74183
I 0.68429 -1.59819 2.98549
```

Values from the calculation:
Max |F| ... 3.702 eV/A
Electronic energy ... -748.60897 Ha
Frontier orbital gap (spin up / spin down) ... 9.632 / 6.228 eV
E_HOMO (spin up / spin down) ... -10.4 / -7.9 eV
ΔE to the lowest compared entry with this formula, charge and spin ... 319.7 kJ/mol



Entry 5:
8 unconnected molecules or ions with the total composition C28H68ClNO8 at a distorted geometry. Source: the OMol25 dataset; level of theory: ωB97M-V with the def2-TZVPD basis set.

```
106
Properties=species:S:1:pos:R:3
C 0.96483 -0.90355 2.15171
C 2.23564 -0.88170 1.29435
Cl 2.56797 0.77585 0.66791
C 3.49230 -1.38877 2.01591
C 4.54428 -1.97396 1.06062
C 4.14306 -3.32870 0.47709
C 4.63640 -4.31874 1.54728
N 5.87604 -3.69423 2.05481
C 5.79574 -2.30262 1.85235
O 6.62933 -1.51654 2.25202
H 0.49656 0.07937 2.21660
H 0.21625 -1.57717 1.72786
H 1.17774 -1.23851 3.17039
H 2.08662 -1.48649 0.39780
H 3.94773 -0.56650 2.57857
H 3.18872 -2.14945 2.74890
H 4.82089 -1.22091 0.31522
H 4.64967 -3.48842 -0.47963
H 3.06250 -3.43894 0.34538
H 4.83495 -5.31792 1.15263
H 3.88902 -4.42957 2.34371
H 6.00639 -3.85335 3.04943
C -4.28800 -0.19504 3.30123
C -2.80009 -0.06998 3.58444
C -2.41932 1.35008 3.98120
O -2.02984 -0.50614 2.47450
H -4.55977 0.45649 2.46673
H -4.55194 -1.21209 3.01856
H -4.87939 0.09905 4.17136
H -2.52594 -0.75081 4.39429
H -2.65025 2.03899 3.16389
H -1.35077 1.41745 4.18860
H -2.96754 1.67764 4.86605
H -2.21131 0.05343 1.70626
C 4.34345 5.47388 -0.87921
C 2.89084 5.02525 -0.85543
C 2.47828 4.52350 0.51833
O 2.65045 4.02559 -1.84532
H 4.99828 4.63566 -0.62493
H 4.61761 5.83151 -1.87146
H 4.52238 6.27242 -0.15802
H 2.25187 5.86021 -1.15096
H 3.08715 3.65699 0.79031
H 1.43328 4.21189 0.52117
H 2.61854 5.28866 1.28306
H 3.18363 3.25529 -1.61634
C -2.62102 3.30675 -0.65858
C -1.38224 2.42896 -0.53263
C -0.46458 2.63887 -1.72042
O -1.74443 1.04841 -0.42915
H -3.16123 3.06248 -1.57778
H -3.30011 3.15933 0.18209
H -2.34252 4.36115 -0.69750
H -0.86827 2.65416 0.40428
H -1.00767 2.35230 -2.62596
H 0.43043 2.02048 -1.65362
H -0.14965 3.67732 -1.81745
H -2.10800 0.77886 -1.28235
C -0.47064 0.07016 -5.99477
C -0.23386 0.08370 -4.49404
C 0.66179 -1.05700 -4.03997
O -1.47964 0.05080 -3.79021
H -0.96724 -0.85880 -6.28959
H -1.10750 0.90392 -6.28899
H 0.46973 0.13959 -6.54266
H 0.22150 1.03204 -4.20425
H 0.19875 -2.01873 -4.27975
H 0.81535 -1.01141 -2.96155
H 1.63344 -1.01621 -4.53375
H -1.91697 -0.77804 -4.01515
C 10.57022 -4.28634 0.12428
C 9.76505 -5.47906 0.61547
C 8.33281 -5.44081 0.10963
O 9.79005 -5.55591 2.04048
H 10.11950 -3.35693 0.48355
H 11.59309 -4.33583 0.49686
H 10.59680 -4.25004 -0.96578
H 10.24852 -6.40067 0.28510
H 7.83408 -4.54619 0.48898
H 7.77854 -6.30923 0.46796
H 8.29467 -5.42729 -0.98106
H 9.36434 -4.75977 2.37965
C -8.07133 -1.19185 1.91193
C -7.21114 -1.23206 0.65925
C -7.97418 -1.75869 -0.54521
O -6.01974 -1.98315 0.88229
H -8.40687 -2.20039 2.17031
H -7.50151 -0.79681 2.75302
H -8.95501 -0.56926 1.76542
H -6.85139 -0.22417 0.44174
H -8.30829 -2.78363 -0.36017
H -7.33724 -1.76340 -1.42953
H -8.85480 -1.14909 -0.75207
H -6.27017 -2.89360 1.07513
C -6.53716 3.00734 0.04091
C -7.43573 3.06596 -1.18328
C -6.67522 2.73332 -2.45790
O -8.08034 4.33340 -1.28868
H -5.73094 3.74110 -0.04773
H -7.10103 3.23307 0.94605
H -6.08331 2.02177 0.14669
H -8.25832 2.35779 -1.06065
H -5.87172 3.45892 -2.61542
H -7.33939 2.76858 -3.32109
H -6.22531 1.74068 -2.40279
H -7.39719 5.00410 -1.39883
```

Values from the calculation:
Max |F| ... 1.245 eV/A
Electronic energy ... -2224.51765 Ha
Frontier orbital gap ... 10.224 eV
E_HOMO ... -9.7 eV
Structure (SMILES) ... C[C@@H](Cl)C[C@@H]1CCNC1=O.CC(C)O.CC(C)O.CC(C)O.CC(C)O.CC(C)O.CC(C)O.CC(C)O



Entry 6:
A molecular structure, C44H47N2OP2PdS3Si2. Source: the OMol25 dataset; level of theory: ωB97M-V with the def2-TZVPD basis set.

```
102
Properties=species:S:1:pos:R:3
Pd -0.41818 0.14750 0.85172
C -1.54351 4.51500 -1.35661
Si -1.39933 3.25608 0.04313
C -3.11185 2.95691 0.71346
C -0.29003 4.03670 1.34427
N -0.76741 1.76918 -0.53775
P 0.61754 1.35803 -1.25398
C 1.00662 -0.13122 -0.60805
P 0.76632 -1.76377 -0.97429
N -0.36435 -2.46248 -0.13375
Si -1.97629 -2.96949 -0.23182
C -2.32918 -4.06836 -1.72787
C -2.32524 -4.03720 1.27396
C -3.21407 -1.55646 -0.25001
C 2.32320 -2.65699 -0.60538
C 2.29080 -3.99982 -0.24494
C 3.46556 -4.67579 0.05839
C 4.68376 -4.01134 0.00076
C 4.72392 -2.66906 -0.35647
C 3.54647 -1.99587 -0.65352
C 0.60506 -2.00494 -2.78496
C 1.51864 -2.69483 -3.57455
C 1.32885 -2.79614 -4.94914
C 0.22776 -2.20235 -5.54588
C -0.68704 -1.50297 -4.76619
C -0.49711 -1.40805 -3.39883
C 0.52493 1.45780 -3.06593
C 1.59983 1.00684 -3.83028
C 1.51461 0.98993 -5.21245
C 0.35729 1.43528 -5.84191
C -0.71490 1.88471 -5.08594
C -0.63322 1.88880 -3.69835
C 1.90774 2.58787 -0.84787
C 2.63321 2.40775 0.32875
C 3.53199 3.37475 0.75060
C 3.72488 4.52448 -0.00592
C 3.02042 4.70194 -1.18817
C 2.11382 3.73645 -1.60706
H -1.85183 5.48132 -0.94535
H -2.29320 4.21589 -2.09335
H -0.59416 4.66339 -1.87612
H -3.56256 3.88778 1.07062
H -3.06764 2.23428 1.53238
H -3.75393 2.54251 -0.06859
H -0.83404 4.76219 1.95661
H 0.55097 4.55590 0.87440
H 0.12076 3.26978 2.00498
H -1.62323 -4.90387 -1.75554
H -2.24330 -3.53220 -2.67350
H -3.34028 -4.48340 -1.66581
H -1.66232 -4.90749 1.27334
H -3.35886 -4.39474 1.29132
H -2.15151 -3.47991 2.19887
H -3.04661 -0.88405 -1.09652
H -3.11993 -0.95910 0.66152
H -4.23833 -1.93864 -0.31414
H 1.32830 -4.49403 -0.17835
H 3.43133 -5.71850 0.35056
H 5.60003 -4.53531 0.24522
H 5.67110 -2.14394 -0.38729
H 3.55291 -0.93652 -0.88751
H 2.38554 -3.15715 -3.11839
H 2.04698 -3.33762 -5.55346
H 0.08324 -2.27704 -6.61696
H -1.54349 -1.02731 -5.22893
H -1.20243 -0.85027 -2.78988
H 2.49620 0.64816 -3.33497
H 2.34462 0.62096 -5.80225
H 0.29052 1.42001 -6.92291
H -1.62049 2.22224 -5.57514
H -1.47355 2.20611 -3.09341
H 2.47500 1.49797 0.89830
H 4.08227 3.23363 1.67322
H 4.42822 5.27999 0.32285
H 3.17599 5.59283 -1.78457
H 1.56601 3.87491 -2.53213
O -1.79596 0.57363 2.37446
C -1.26952 0.11068 3.55467
C 0.23017 -0.13264 3.33773
C 0.81330 -1.16635 2.64423
C 2.22418 -0.99810 2.49889
C 2.67593 0.13967 3.08479
S 1.40486 1.03105 3.81582
C -1.47446 1.15486 4.65781
C -1.76055 2.46715 4.45071
C -1.84793 3.21716 5.65840
C -1.62947 2.45287 6.76137
S -1.32975 0.81762 6.34314
C -1.96542 -1.17961 3.99408
C -3.27741 -1.46272 3.76939
C -3.70550 -2.65952 4.40673
C -2.70789 -3.26081 5.11079
S -1.24060 -2.38700 4.98313
H 0.27434 -2.02627 2.27469
H 2.85733 -1.69657 1.97095
H 3.68924 0.50860 3.11797
H -1.91471 2.85724 3.45976
H -2.06861 4.27502 5.69787
H -1.64493 2.75666 7.79614
H -3.89600 -0.81986 3.15980
H -4.70598 -3.06228 4.33051
H -2.74449 -4.18804 5.65986
```

Values from the calculation:
Max |F| ... 0.739 eV/A
Charge ... -1
Electronic energy ... -4473.94845 Ha
Frontier orbital gap ... 6.834 eV
E_HOMO ... -4.4 eV
ΔE to the lowest compared entry with this formula, charge and spin ... 0.0 kJ/mol